Entry from the OMol25 dataset: C57H72Ge3OPV as an isolated structure at a distorted geometry (wB97M-V/def2-TZVPD).

Its orbital gap (alpha / beta) is 6.107 / 6.108 eV. The total energy comes out at -266845.5797 eV. Its LUMO energy (alpha / beta) is -1.16 / -1.16 eV. Its net charge is 0. For the HOMO energy (alpha / beta), the calculation gives -7.3 / -7.3 eV.

```
135
Properties=species:S:1:pos:R:3:forces:R:3:lowdin_charge:R:1
V -0.599 0.668 -0.608 3.56 -2.12 3.01 0.26
C -1.174 2.863 3.227 -0.30 0.08 -0.05 -0.17
C -2.279 3.058 2.177 0.12 -0.24 0.08 -0.36
Ge -1.605 2.792 0.314 -0.01 0.56 0.44 0.86
C -3.019 3.636 -0.817 0.15 -0.12 -0.29 -0.37
C -2.433 4.207 -2.120 -0.18 -0.12 0.10 -0.18
C -0.223 4.171 0.419 0.09 0.11 0.00 -0.29
C 1.085 3.900 0.508 0.05 -0.07 0.02 -0.35
Ge 1.554 2.099 -0.281 -0.16 0.79 -0.49 0.93
C 1.943 2.892 -2.126 0.36 -0.15 -0.02 -0.35
C 3.402 2.933 -2.619 -0.20 0.04 0.00 -0.18
C 3.202 1.150 0.319 -0.03 0.13 0.24 -0.37
C 4.534 1.848 0.623 -0.07 -0.16 0.01 -0.17
C 2.070 4.982 0.820 -0.07 -0.04 0.00 -0.22
C 1.688 6.131 1.525 0.04 0.01 0.01 -0.05
C 2.587 7.160 1.764 0.02 -0.03 0.00 -0.09
C 3.907 7.059 1.334 -0.05 -0.03 -0.01 -0.10
C 4.311 5.918 0.657 -0.05 -0.04 0.01 -0.08
C 3.399 4.899 0.404 -0.09 0.05 -0.02 -0.06
H -1.559 2.960 4.249 0.04 -0.03 -0.09 0.07
H -0.383 3.606 3.089 -0.05 -0.06 0.02 0.06
H -0.703 1.882 3.143 -0.15 0.00 -0.01 0.02
H -2.630 4.096 2.202 -0.05 -0.06 -0.01 0.06
H -3.149 2.422 2.376 0.08 0.12 0.05 0.03
H -3.478 4.434 -0.226 -0.03 -0.04 -0.04 0.06
H -3.813 2.910 -1.041 0.01 0.11 0.05 0.04
H -1.698 4.986 -1.905 -0.01 -0.05 -0.02 0.06
H -3.205 4.643 -2.765 0.08 -0.03 0.03 0.06
H -1.913 3.433 -2.700 -0.02 0.08 0.06 0.04
H -0.580 5.204 0.539 0.12 -0.11 0.04 0.07
H 1.547 3.907 -2.076 -0.04 0.02 -0.02 0.05
H 1.336 2.366 -2.867 0.00 0.05 0.03 0.01
H 3.967 3.724 -2.123 -0.02 -0.07 -0.04 0.05
H 3.445 3.141 -3.694 0.05 0.00 0.04 0.06
H 3.931 1.992 -2.449 -0.02 0.06 0.00 0.05
H 3.362 0.403 -0.463 0.03 -0.04 0.00 0.03
H 2.880 0.597 1.208 0.06 -0.07 -0.07 0.03
H 4.950 2.347 -0.257 -0.04 -0.03 0.12 0.05
H 5.271 1.104 0.951 -0.05 0.09 -0.03 0.07
H 4.435 2.587 1.422 0.02 -0.06 -0.07 0.06
H 0.674 6.219 1.897 0.04 -0.02 -0.02 0.10
H 2.259 8.049 2.292 0.02 -0.07 0.01 0.10
H 4.611 7.859 1.532 -0.04 -0.04 -0.01 0.10
H 5.339 5.816 0.325 -0.08 0.00 0.00 0.10
H 3.711 4.021 -0.139 0.00 0.10 0.04 0.05
C -3.832 0.838 -3.145 -0.14 0.06 -0.31 0.02
C -3.310 0.260 -1.878 -0.72 -0.15 -0.08 -0.37
O -2.177 0.565 -1.520 -1.66 0.28 -1.28 -0.18
C -4.130 -0.627 -1.057 -0.15 -0.01 0.27 -0.15
C -3.854 -0.739 0.309 -0.02 0.07 -0.07 0.01
C -4.631 -1.553 1.116 -0.06 -0.18 0.01 -0.04
C -5.666 -2.291 0.556 0.01 0.02 -0.15 -0.05
C -5.938 -2.194 -0.808 -0.05 -0.05 0.07 -0.07
C -5.187 -1.351 -1.608 -0.08 -0.06 -0.14 -0.02
H -3.163 1.619 -3.498 0.03 -0.04 0.02 0.09
H -4.827 1.252 -2.982 -0.03 -0.02 -0.02 0.11
H -3.912 0.064 -3.913 -0.05 0.02 0.02 0.09
H -3.039 -0.162 0.728 -0.03 -0.11 -0.11 0.07
H -4.425 -1.604 2.182 -0.10 -0.10 -0.31 0.09
H -6.268 -2.942 1.182 0.05 0.06 -0.06 0.11
H -6.743 -2.772 -1.244 0.03 0.02 0.02 0.11
H -5.410 -1.282 -2.667 0.01 0.02 0.08 0.12
C -0.320 -0.258 0.811 -0.50 1.02 -1.55 -0.36
Ge -0.222 -1.454 2.330 -0.19 0.01 0.39 0.91
C -0.115 -3.391 2.000 0.04 -0.06 -0.21 -0.28
C -1.296 -4.136 1.912 0.05 0.03 -0.15 -0.13
C -1.267 -5.503 1.664 0.07 -0.04 -0.06 -0.09
C -0.048 -6.153 1.497 0.01 0.14 0.03 -0.09
C 1.137 -5.431 1.596 -0.10 -0.04 -0.02 -0.08
C 1.100 -4.064 1.849 -0.14 -0.04 -0.06 -0.12
C -1.866 -1.323 3.410 -0.18 0.19 0.03 -0.26
C -2.142 -2.271 4.402 -0.10 0.15 -0.02 -0.10
C -3.287 -2.167 5.187 0.07 -0.02 -0.07 -0.08
C -4.171 -1.108 4.997 0.04 0.02 -0.05 -0.09
C -3.904 -0.152 4.023 0.15 0.07 0.09 -0.10
C -2.760 -0.267 3.236 0.18 -0.13 0.39 -0.16
C 1.237 -0.971 3.541 0.09 -0.04 0.06 -0.27
C 1.592 0.371 3.700 0.10 -0.04 -0.05 -0.12
C 2.531 0.751 4.652 0.00 -0.04 0.01 -0.08
C 3.138 -0.210 5.453 -0.09 -0.08 -0.08 -0.09
C 2.793 -1.549 5.309 -0.05 0.00 -0.06 -0.09
C 1.840 -1.926 4.365 0.08 0.21 0.03 -0.11
H -2.256 -3.636 2.019 0.08 -0.07 0.01 0.09
H -2.195 -6.061 1.584 0.07 0.06 0.03 0.10
H -0.022 -7.217 1.290 0.00 0.05 0.03 0.10
H 2.090 -5.935 1.471 -0.05 0.05 0.01 0.10
H 2.031 -3.516 1.916 -0.03 -0.03 0.03 0.08
H -1.463 -3.106 4.554 -0.06 0.07 0.03 0.10
H -3.491 -2.914 5.948 0.02 0.07 -0.07 0.10
H -5.067 -1.033 5.605 0.07 0.01 -0.03 0.10
H -4.587 0.679 3.869 0.06 -0.08 0.01 0.11
H -2.562 0.460 2.460 0.07 0.12 0.16 0.05
H 1.131 1.128 3.071 0.12 -0.08 0.03 0.07
H 2.783 1.799 4.774 0.01 -0.05 -0.04 0.11
H 3.876 0.081 6.192 -0.02 0.01 -0.02 0.10
H 3.259 -2.302 5.936 -0.03 0.06 -0.05 0.10
H 1.568 -2.973 4.273 0.02 0.05 0.03 0.09
C -0.182 -4.026 -3.375 -0.05 -0.05 -0.15 -0.08
C -0.784 -2.764 -2.762 -0.10 0.21 0.23 -0.66
C -1.341 -3.140 -1.384 0.00 -0.15 0.00 -0.09
C -1.918 -2.247 -3.654 -0.02 -0.11 0.03 -0.08
P 0.414 -1.350 -2.398 0.36 -0.20 -0.34 1.18
C 1.916 -2.224 -1.780 0.02 0.09 0.17 -0.32
C 2.692 -3.092 -2.561 0.01 -0.03 0.00 -0.11
C 3.850 -3.661 -2.057 -0.01 0.02 -0.02 -0.07
C 4.271 -3.370 -0.761 -0.02 0.02 -0.01 -0.07
C 3.522 -2.508 0.021 0.02 0.04 -0.04 -0.08
C 2.354 -1.944 -0.487 0.03 -0.14 -0.19 -0.12
C 0.993 -0.613 -4.046 -0.12 0.28 0.15 -0.65
C -0.011 0.515 -4.379 0.00 -0.20 -0.16 -0.10
C 1.110 -1.519 -5.273 0.11 -0.02 0.03 -0.08
C 2.370 0.005 -3.745 -0.08 -0.06 -0.04 -0.10
H -0.988 -4.759 -3.507 0.07 0.07 0.00 0.10
H 0.561 -4.471 -2.715 -0.04 -0.01 -0.03 0.08
H 0.270 -3.847 -4.353 -0.05 -0.06 0.10 0.07
H -2.202 -3.812 -1.488 0.11 0.03 -0.01 0.10
H -1.649 -2.267 -0.811 -0.09 0.07 0.07 0.05
H -0.572 -3.658 -0.806 -0.04 0.02 0.10 0.07
H -2.760 -2.948 -3.614 0.08 0.06 0.01 0.10
H -1.615 -2.154 -4.697 -0.03 0.02 0.06 0.07
H -2.272 -1.276 -3.320 0.01 -0.03 -0.05 0.04
H 2.399 -3.328 -3.576 0.05 0.00 0.13 0.08
H 4.437 -4.325 -2.682 -0.05 0.04 0.04 0.11
H 5.185 -3.808 -0.374 -0.08 0.03 -0.03 0.11
H 3.849 -2.252 1.026 -0.05 -0.01 -0.12 0.11
H 1.782 -1.251 0.110 -0.08 0.09 0.13 0.04
H -0.920 0.109 -4.836 0.06 0.04 0.08 0.07
H 0.434 1.216 -5.093 -0.02 -0.07 0.03 0.09
H -0.307 1.078 -3.495 0.03 0.11 0.02 0.04
H 0.162 -1.982 -5.545 0.06 0.02 -0.03 0.06
H 1.858 -2.304 -5.143 -0.08 0.11 -0.06 0.06
H 1.430 -0.904 -6.122 -0.01 -0.03 0.04 0.09
H 2.392 0.470 -2.758 0.02 0.01 -0.08 0.04
H 2.610 0.771 -4.489 -0.04 -0.05 0.07 0.09
H 3.154 -0.753 -3.766 -0.02 0.00 0.00 0.08
```
Positions in Å, forces in eV/Å.